16
Properties=species:S:1:pos:R:3 method="wB97M-V/def2-TZVPD" smiles="C=C1C[C@@H]2C[C@H]12.[H][H]" de_lowest_kj_mol=285.3 total_charge=0 orbital_gap_ev=10.072
C 2.08 0.00 -0.39
C 0.76 -0.05 -0.44
C -0.22 -1.21 -0.29
C -1.26 -0.17 0.15
C -1.54 0.77 -0.97
C -0.27 0.98 -0.18
H 2.60 0.95 -0.28
H 2.68 -0.91 -0.43
H -0.48 -1.77 -1.19
H 0.09 -1.90 0.50
H -1.96 -0.34 0.97
H -2.26 1.55 -0.72
H -1.53 0.44 -2.00
H -0.04 1.97 0.22
H 0.93 -0.13 2.25
H 0.44 -0.19 2.80

---

12
Properties=species:S:1:pos:R:3 method="wB97M-V/def2-TZVPD" de_lowest_kj_mol=392.2 total_charge=0 orbital_gap_ev=8.826
C 2.69 0.77 -0.50
C -2.70 -0.48 -0.24
C 1.54 -0.10 0.07
O 3.63 1.19 0.16
O 0.50 0.68 0.41
O 1.68 -1.27 -0.01
H -2.11 0.36 0.01
H -2.15 -0.99 -1.01
H -2.91 -1.24 0.49
H -3.49 -0.13 -0.84
H -0.41 0.25 0.40
H 3.73 0.96 1.09

---

80
Properties=species:S:1:pos:R:3 method="wB97M-V/def2-TZVPD" de_lowest_kj_mol=1380.9 total_charge=-2 orbital_gap_ev="4.742 / 4.751"
W 1.51 -0.87 -0.19
C -3.07 -1.04 -0.36
C -2.61 -2.49 -0.65
C -1.13 -2.89 -0.36
N -0.39 -1.88 0.39
C -0.87 -1.61 1.57
C -1.82 -2.44 2.24
C -2.76 -2.13 3.19
C -3.07 -0.90 3.76
C -2.27 0.23 3.65
C -1.02 0.37 3.07
C -0.24 -0.48 2.27
N 1.04 -0.30 1.99
C 1.79 0.23 3.14
C 3.05 1.07 2.85
C 3.52 0.75 1.49
N 1.39 2.41 1.05
C 0.18 2.57 0.72
C -0.55 3.47 1.64
C -1.54 4.37 1.45
C -2.22 4.68 0.24
C -2.08 3.94 -0.90
C -1.41 2.73 -1.16
C -0.55 1.91 -0.40
N -0.29 0.64 -0.72
C -1.22 0.11 -1.74
C -2.71 0.01 -1.41
H -4.16 -1.06 -0.29
H -2.72 -0.70 0.61
H -3.26 -3.15 -0.08
H -2.81 -2.71 -1.70
H -1.10 -3.84 0.17
H -0.60 -3.08 -1.28
H -1.79 -3.47 1.92
H -3.39 -2.97 3.49
H -3.96 -0.83 4.37
H -2.65 1.13 4.13
H -0.58 1.35 3.21
H 1.14 0.81 3.79
H 2.10 -0.65 3.71
H 2.86 2.14 2.94
H 3.82 0.78 3.58
H 3.20 2.68 0.11
H 3.75 0.93 -0.62
H -0.10 3.45 2.62
H -1.81 4.96 2.32
H -2.89 5.53 0.24
H -2.64 4.31 -1.76
H -1.63 2.35 -2.14
H -1.08 0.66 -2.68
H -0.93 -0.90 -1.97
H -3.12 0.97 -1.10
H -3.20 -0.26 -2.36
S 3.72 -0.90 0.99
C 2.10 -3.02 0.25
S 2.76 -3.87 -1.04
C 2.01 -3.65 1.50
C 1.59 -3.11 2.75
N 1.29 -2.78 3.81
C 2.40 -5.02 1.65
N 2.65 -6.14 1.82
Cl 2.65 1.39 -0.03
C 2.18 1.81 -1.87
C 1.67 3.00 -2.31
C 1.29 3.08 -3.66
C 1.45 1.96 -4.46
C 2.00 0.78 -3.97
C 2.41 0.67 -2.64
C 2.95 -0.55 -1.95
H 1.51 3.82 -1.62
H 0.84 3.98 -4.05
H 1.12 1.99 -5.49
H 2.12 -0.07 -4.64
H 3.96 -0.33 -1.59
H 3.03 -1.42 -2.59
N 0.91 -1.70 -2.03
C 0.62 -2.10 -3.08
N 0.37 -2.50 -4.27
C -0.85 -2.93 -4.58
N -1.88 -3.31 -4.94